Computed, not measured: a cluster of 3 separate species, C35H67IN2O5 in total in a non-equilibrium geometry, with ωB97M-V/def2-TZVPD.

Properties
* spin multiplicity: 3
* HOMO (spin up / spin down): -8.1505 / -9.2662 eV
* ΔE to the lowest compared entry with this formula, charge and spin: 0.0000 eV
* frontier orbital gap (spin up / spin down): 8.44 / 9.56 eV
* DFT total energy: -58696.7548 eV
* <S²>: 2.008

Structure (XYZ):
```
110
Properties=species:S:1:pos:R:3:forces:R:3
C 6.4957 0.7360 -3.5475 -0.193 0.137 0.065
C 6.2587 2.1636 -4.0609 0.052 -0.140 0.050
C 7.1770 3.2362 -3.4474 -0.260 0.274 -0.101
C 6.6032 4.0474 -2.2715 0.172 -0.268 0.227
C 6.1404 3.2521 -1.0240 -0.002 0.142 -0.247
C 4.6601 2.8435 -0.9666 0.126 -0.007 0.399
C 3.6803 4.0278 -1.0888 0.105 -0.361 -0.368
C 3.0784 4.1805 -2.5035 -0.424 0.231 0.205
C 1.5360 4.1439 -2.5580 0.200 -0.242 -0.246
C 0.9347 2.7223 -2.6325 -0.055 0.136 0.440
C 0.4022 2.1858 -1.2906 -0.119 0.032 -0.131
C -0.4007 0.8729 -1.4686 0.130 0.033 0.166
C 0.0418 -0.3802 -0.6868 0.035 0.204 -0.222
C 1.5385 -0.6167 -0.5848 -0.247 0.077 0.088
O 1.7190 -1.9434 0.0009 0.069 0.535 0.049
C 2.3378 -2.8391 -0.7770 0.530 -0.199 0.102
O 1.7592 -3.6604 -1.4175 -0.526 -0.273 -0.228
C 3.8587 -2.8629 -0.8234 0.001 -0.145 -0.170
C 4.7406 -2.6696 0.3903 -0.471 0.207 -0.096
O 5.6985 -3.3342 0.5390 0.795 -0.506 0.141
I 4.3605 -1.1915 1.8944 -0.231 0.301 -0.013
H 7.5495 0.5762 -3.3094 -0.032 -0.082 -0.131
H 6.1764 -0.0062 -4.2861 0.094 0.059 0.108
H 5.9266 0.5488 -2.6351 0.054 -0.020 0.099
H 5.2181 2.4454 -3.8742 0.047 -0.018 -0.135
H 6.3799 2.1597 -5.1490 0.061 0.057 0.118
H 7.4111 3.9538 -4.2440 0.076 -0.028 0.170
H 8.1348 2.8000 -3.1438 -0.082 -0.102 -0.033
H 7.4058 4.7142 -1.9338 -0.139 0.043 -0.136
H 5.7934 4.6914 -2.6309 0.026 -0.054 0.039
H 6.3206 3.8861 -0.1465 0.008 -0.120 -0.071
H 6.7760 2.3657 -0.9038 -0.050 0.085 0.013
H 4.4993 2.3626 0.0080 0.079 -0.029 -0.145
H 4.4317 2.0824 -1.7192 -0.028 0.043 -0.013
H 2.8683 3.8882 -0.3710 0.042 0.106 0.000
H 4.2108 4.9465 -0.8205 -0.141 -0.043 0.142
H 3.4002 5.1326 -2.9380 0.099 -0.166 -0.048
H 3.4494 3.3701 -3.1393 0.035 0.238 -0.081
H 1.2200 4.6980 -3.4476 -0.005 -0.038 0.081
H 1.1179 4.6722 -1.6952 0.023 0.042 -0.053
H 0.0866 2.7288 -3.3267 0.144 -0.070 -0.006
H 1.6859 2.0263 -3.0276 -0.138 0.033 -0.094
H 1.2175 2.0740 -0.5688 -0.008 0.008 -0.045
H -0.2655 2.9520 -0.8823 0.124 -0.069 0.091
H -1.4333 1.0633 -1.1611 0.019 -0.077 -0.253
H -0.4223 0.6322 -2.5373 -0.037 -0.036 0.106
H -0.3985 -1.2510 -1.1822 0.025 0.131 0.158
H -0.3492 -0.3436 0.3336 0.016 -0.067 -0.039
H 2.0145 0.1017 0.0860 0.064 -0.129 -0.051
H 2.0342 -0.5618 -1.5611 -0.046 -0.076 0.044
H 4.1129 -3.8739 -1.1548 0.012 0.235 -0.133
H 4.1942 -2.1774 -1.6135 -0.012 0.075 0.221
C -5.6522 -3.9140 0.6004 0.093 0.031 0.024
C -5.3213 -3.5897 -0.8696 -0.253 0.115 0.517
C -5.7037 -4.7571 -1.7826 0.051 -0.185 -0.176
C -4.7764 -5.9632 -1.6569 0.040 0.061 0.073
C -3.3185 -5.5522 -1.8499 -0.184 -0.101 -0.178
C -2.8773 -4.4102 -0.9312 0.334 -0.150 0.480
N -3.8616 -3.2821 -1.0493 -0.131 -0.332 -1.044
O -3.6386 -2.5423 -2.0796 0.054 0.121 0.439
C -2.7452 -4.9014 0.5177 -0.123 0.067 0.026
C -1.5029 -3.9094 -1.3582 -0.042 0.085 -0.113
C -6.1273 -2.3566 -1.2636 -0.011 0.046 -0.145
H -5.0104 -3.3534 1.2811 -0.012 0.010 -0.022
H -6.6827 -3.6310 0.8135 -0.021 0.011 -0.071
H -5.5627 -4.9717 0.8387 0.044 0.004 -0.014
H -5.6901 -4.4099 -2.8203 0.046 0.072 0.029
H -6.7342 -5.0441 -1.5587 -0.020 0.016 0.006
H -4.9105 -6.4547 -0.6893 0.006 0.027 0.020
H -5.0467 -6.7039 -2.4117 -0.006 -0.022 0.016
H -2.6572 -6.4046 -1.6793 0.029 -0.001 0.004
H -3.1727 -5.2424 -2.8894 0.005 0.087 0.031
H -2.5604 -4.0629 1.1908 0.014 0.007 -0.002
H -1.8943 -5.5793 0.5833 0.043 0.029 -0.055
H -3.6115 -5.4467 0.8814 -0.006 0.019 -0.026
H -1.4842 -3.6167 -2.4055 -0.041 0.050 0.031
H -0.7659 -4.6980 -1.2185 -0.022 -0.053 0.057
H -1.1949 -3.0550 -0.7555 -0.030 -0.079 0.024
H -5.8491 -1.4919 -0.6632 0.050 0.036 0.064
H -7.1844 -2.5654 -1.0958 -0.006 -0.030 0.034
H -5.9923 -2.1007 -2.3112 0.067 -0.002 0.025
C -3.1786 2.0343 5.8759 0.100 0.002 -0.007
C -3.1242 2.4165 4.3834 -0.167 0.094 0.595
C -3.8459 1.3702 3.5292 0.002 -0.172 -0.207
C -3.0807 0.0528 3.4026 0.018 0.071 0.083
C -1.6567 0.2927 2.9116 -0.213 -0.065 -0.161
C -0.8903 1.3069 3.7595 0.450 -0.216 0.500
N -1.7117 2.5496 3.8996 -0.372 -0.212 -1.005
O -1.6107 3.3190 2.8718 0.133 0.069 0.396
C -0.5297 0.7012 5.1246 -0.094 0.075 0.055
C 0.4211 1.6713 3.0809 0.153 0.069 -0.234
C -3.8057 3.7714 4.2342 -0.047 0.088 -0.122
H -2.3367 2.4610 6.4206 -0.007 0.017 -0.004
H -4.0908 2.4306 6.3207 -0.036 0.019 -0.067
H -3.1895 0.9598 6.0460 0.036 0.001 -0.022
H -4.0049 1.7819 2.5275 0.061 0.064 0.021
H -4.8350 1.1969 3.9602 -0.012 0.011 0.013
H -3.0721 -0.4825 4.3559 0.014 0.024 0.014
H -3.5939 -0.5981 2.6948 -0.068 -0.047 -0.018
H -1.0949 -0.6449 2.8994 0.029 -0.003 -0.006
H -1.6963 0.6519 1.8780 0.011 0.104 0.039
H -0.1024 1.4603 5.7809 0.011 0.002 -0.008
H 0.2176 -0.0791 4.9785 0.029 0.027 -0.062
H -1.3681 0.2404 5.6376 -0.011 0.018 -0.019
H 0.2772 2.0333 2.0652 -0.091 0.053 0.021
H 1.0461 0.7795 3.0331 0.042 -0.069 0.047
H 0.9567 2.4394 3.6410 -0.032 -0.010 0.019
H -3.2757 4.5388 4.8001 0.011 -0.015 0.007
H -4.8215 3.6944 4.6230 -0.005 -0.024 0.037
H -3.8607 4.0885 3.1962 0.070 -0.011 0.009
```
Positions in Å, forces in eV/Å.

These are the Mulliken partial charges, in e, on atoms 1 to 5:
1. C -1.05
2. C 0.10
3. C -0.80
4. C -0.42
5. C -1.10


Computed, not measured: a cluster of 3 separate species, C35H68ClN2O6P in total in a non-equilibrium geometry, with ωB97M-V/def2-TZVPD.

Properties
* spin multiplicity: 3
* HOMO (spin up / spin down): -8.0646 / -8.0647 eV
* frontier orbital gap (spin up / spin down): 8.71 / 7.84 eV
* DFT total energy: -74466.6908 eV
* <S²>: 2.009

Structure (XYZ):
```
113
Properties=species:S:1:pos:R:3:forces:R:3
C 6.8077 -0.6750 1.8390 -1.533 0.819 0.618
C 5.1972 -0.4673 1.8886 1.369 -0.774 0.259
O 4.9747 0.9257 1.5731 -0.928 -1.053 -0.382
C 3.6149 1.1681 1.1425 -0.372 0.475 -0.188
C 3.2996 0.5968 -0.3192 -0.083 -0.108 -0.434
C 1.8139 0.0368 -0.5184 -0.133 0.130 -0.215
C 1.3432 -0.9959 0.6332 0.774 0.612 -0.744
C 0.3538 -2.0821 0.0070 -0.287 1.386 0.081
P -0.3385 -3.3384 1.2395 0.588 -1.437 -0.536
C -2.1137 -3.6944 0.5876 -0.894 1.651 0.093
C -3.2607 -3.0079 1.5094 -0.370 -1.108 -0.341
C -4.7161 -3.3830 0.8980 0.770 0.000 -0.527
C -5.5121 -2.1291 0.3117 -0.027 -0.246 0.457
C -5.8039 -0.9725 1.4014 -0.584 0.390 -0.673
C -7.3584 -0.6124 1.2707 0.348 -1.135 -0.492
O -7.7245 0.5476 2.0667 -2.086 -0.022 -0.413
C -9.0012 1.0468 1.6820 -0.806 1.545 -2.374
C -10.2493 1.0439 2.6923 0.270 0.146 -0.300
O -9.1752 1.5370 0.5475 0.824 -1.794 3.485
C -0.5672 -2.6057 2.9698 -0.946 0.625 1.356
C 0.7505 -2.5443 3.8530 2.471 2.176 -0.954
O 1.7410 -1.8319 3.6578 -3.737 -2.530 0.517
Cl 0.8195 -3.6113 5.3766 -0.457 0.627 -1.276
H 7.2118 -0.0048 2.6841 -0.264 -1.163 -1.405
H 7.1462 -0.2794 0.8264 -0.217 -0.711 1.385
H 7.0586 -1.7701 2.0159 -0.168 1.492 -0.302
H 4.7366 -1.1987 1.1465 0.337 1.135 0.715
H 4.7811 -0.7444 2.9265 0.529 0.563 -1.408
H 3.4706 2.3104 1.0949 0.362 -1.712 0.253
H 2.9232 0.7711 1.9584 0.602 0.313 -1.167
H 4.0187 -0.2494 -0.6316 -0.977 1.276 0.780
H 3.4890 1.4396 -1.0818 -0.315 -1.269 1.120
H 1.7915 -0.4563 -1.5591 -0.032 0.632 1.571
H 1.0557 0.9015 -0.5573 1.092 -1.167 0.053
H 2.2951 -1.4640 1.0671 -1.481 0.351 -0.553
H 0.8908 -0.3616 1.4645 0.308 -1.133 -0.969
H 0.9291 -2.6549 -0.8068 -1.004 0.707 1.252
H -0.5386 -1.5337 -0.4782 1.410 -0.693 0.526
H -2.3025 -4.8016 0.4141 0.371 1.375 0.533
H -2.2151 -3.1784 -0.4411 0.322 -0.825 1.443
H -3.2440 -3.4387 2.5648 0.216 0.658 -1.348
H -3.0733 -1.8879 1.5784 -0.357 -1.364 -0.152
H -4.4968 -4.1090 0.0280 -0.559 1.059 1.246
H -5.3067 -3.9913 1.6700 0.604 1.143 -1.074
H -6.5155 -2.5270 -0.0864 1.464 0.673 0.405
H -4.9209 -1.6619 -0.5585 -0.932 -0.852 1.236
H -5.2320 -0.0213 1.1047 -0.701 -1.421 0.667
H -5.5053 -1.2925 2.4625 -0.561 0.522 -1.560
H -7.9976 -1.4990 1.6358 0.961 1.131 -0.531
H -7.6140 -0.4340 0.1639 0.456 -0.102 1.638
H -11.1548 1.4317 2.1055 1.536 -0.619 0.710
H -10.4863 -0.0170 3.0449 0.551 1.534 -0.248
H -10.0947 1.7746 3.5644 0.027 -1.365 -1.159
H -1.2954 -3.2991 3.5287 1.147 0.975 -0.985
H -1.0714 -1.5665 2.9484 1.067 -1.338 0.311
C 5.9087 -0.6018 -5.8272 -0.016 0.117 -0.302
C 4.8081 -1.3323 -5.0170 2.134 0.120 -0.019
C 4.6251 -2.7560 -5.5802 -0.404 -0.080 -0.114
C 3.9285 -2.7722 -6.9380 0.024 0.060 0.015
C 2.6080 -2.0104 -6.8826 0.210 -0.370 0.310
C 2.7264 -0.5922 -6.2864 -0.638 1.219 -1.724
N 3.5371 -0.5458 -5.0324 -2.309 -2.973 1.973
O 2.7563 -1.0105 -4.0254 1.330 1.358 -1.332
C 3.3386 0.3745 -7.3270 0.291 -0.018 -0.181
C 1.2887 -0.0423 -6.0877 0.103 -0.247 0.722
C 5.4140 -1.4289 -3.5938 -0.672 0.038 0.247
H 6.9046 -0.9504 -5.5395 -0.218 -0.077 0.153
H 5.8480 -0.7756 -6.9006 -0.105 0.089 0.033
H 5.8833 0.4764 -5.6469 -0.074 -0.095 -0.018
H 4.0404 -3.3643 -4.8793 -0.015 0.210 0.056
H 5.5975 -3.2522 -5.6714 0.018 0.255 0.138
H 4.5769 -2.3509 -7.7112 0.024 0.026 0.033
H 3.7385 -3.8078 -7.2343 0.012 0.070 -0.013
H 2.1864 -1.9584 -7.8914 -0.040 0.255 0.120
H 1.9013 -2.6021 -6.2881 0.034 0.195 0.102
H 3.5387 1.3537 -6.8814 0.006 -0.145 0.033
H 2.6507 0.5367 -8.1621 -0.073 -0.126 0.214
H 4.2582 0.0090 -7.7786 0.046 0.015 0.106
H 0.6706 -0.7011 -5.4724 0.229 0.095 0.078
H 0.7729 0.0520 -7.0476 0.343 -0.068 -0.028
H 1.3036 0.9480 -5.6228 0.061 -0.115 0.002
H 5.5902 -0.4327 -3.1755 -0.081 -0.074 -0.063
H 6.3748 -1.9518 -3.6171 -0.127 0.103 -0.308
H 4.7827 -1.9863 -2.8977 -0.116 0.170 -0.153
C -0.8262 3.9563 1.4323 0.261 0.158 0.103
C -1.8553 3.1530 2.2673 0.084 0.989 -1.884
C -2.7502 4.1354 3.0497 -0.010 -0.077 0.428
C -2.0206 4.8078 4.2095 0.047 -0.025 -0.048
C -1.3811 3.7705 5.1267 -0.502 0.041 -0.214
C -0.5074 2.7347 4.3889 1.970 0.432 0.891
N -1.1581 2.1800 3.1626 -3.584 -1.271 2.059
O -2.0786 1.2625 3.5653 1.950 1.054 -1.055
C 0.8541 3.3615 4.0068 0.066 0.282 -0.202
C -0.1215 1.6329 5.4058 -0.591 -0.467 -0.269
C -2.7130 2.4399 1.1913 -0.102 -0.528 0.480
H -1.2947 4.3913 0.5449 -0.145 -0.185 0.149
H -0.3954 4.8015 1.9671 0.061 -0.123 0.055
H -0.0129 3.3144 1.0820 -0.057 0.014 0.096
H -3.6277 3.6096 3.4452 0.146 -0.146 -0.071
H -3.1393 4.9073 2.3767 0.140 -0.213 -0.145
H -1.2634 5.5043 3.8392 0.003 -0.024 -0.042
H -2.7312 5.4105 4.7824 0.063 -0.017 -0.028
H -0.7871 4.2877 5.8867 0.154 -0.229 -0.088
H -2.1849 3.2562 5.6673 0.108 -0.148 -0.123
H 1.4372 2.6792 3.3804 -0.124 0.037 0.024
H 1.4529 3.5688 4.8985 -0.218 -0.146 0.008
H 0.7694 4.3145 3.4891 -0.043 -0.059 -0.087
H -0.9947 1.1762 5.8789 0.027 0.012 -0.251
H 0.4839 2.0438 6.2187 -0.043 0.226 -0.279
H 0.4640 0.8406 4.9291 -0.071 0.075 -0.020
H -2.1005 1.7581 0.5919 -0.008 0.044 0.107
H -3.1608 3.1680 0.5084 0.253 0.113 0.204
H -3.5441 1.8715 1.6154 0.225 -0.009 0.123
```
Positions in Å, forces in eV/Å.

These are the Mulliken partial charges, in e, on atoms 1 to 5:
1. C -1.12
2. C 0.00
3. O -0.43
4. C -0.08
5. C -0.21


Question: Which value of <S²> does entry 2 give?
Answer: 2.009


Question: Which of these has the lowest <S²>?
Answer: C35H67IN2O5